Record 1
ORCA calculation (the ωB97M-V functional and the def2-TZVPD basis) on one molecule with the formula C5H12N4 at a distorted geometry.

The value obtained for the energy above the lowest of the compared OMol25 structures with the same formula, charge and spin is 6.356 eV. The total energy comes out at -416.5119 hartree. As for the net charge: 0. The strongest force on any atom is 6.2 eV Å⁻¹. The value obtained for the HOMO-LUMO gap is 8.71 eV.

Each line ends with the Löwdin charge.
Element x y z (Å)
C (-1.5336, 1.1744, 1.1489)  -0.1434
N (-1.1865, 1.4100, -0.0277)  -0.0084
N (-0.0514, 0.6255, -0.5265)  -0.1548
C (0.8784, 1.4239, -1.3424)  -0.0600
C (0.1038, -0.6920, -0.1905)  -0.4693
N (-0.7877, -1.5890, -0.4525)  0.0441
C (-2.3190, -1.4659, -0.4385)  -0.1138
N (1.4571, -1.1439, -0.2031)  -0.0010
C (2.4362, -0.5291, 0.7343)  -0.1164
H (-1.0811, 0.3941, 2.1277)  0.1628
H (-2.1828, 2.1587, 1.5671)  0.1173
H (0.4272, 2.5475, -1.5094)  0.1284
H (1.0174, 1.0208, -2.3507)  0.0741
H (1.7986, 1.6150, -0.6335)  0.0865
H (-2.6118, -0.4453, -0.7534)  0.0426
H (-2.9406, -2.0990, -0.9233)  0.0008
H (-2.7951, -1.5641, 0.6811)  0.1146
H (1.3421, -2.1118, -0.2099)  0.0801
H (2.3863, 0.5173, 0.6706)  -0.0096
H (2.0834, -0.4858, 1.9416)  0.1276
H (3.5592, -0.7610, 0.6900)  0.0976

Record 2
ORCA calculation (the ωB97M-V functional and the def2-TZVPD basis) on C5H12N4O as an isolated structure at a distorted geometry.

The value obtained for the energy above the lowest of the compared OMol25 structures with the same formula, charge and spin is 3.031 eV. The total energy comes out at -491.8678 hartree. As for the net charge: 0. The strongest force on any atom is 4.5 eV Å⁻¹. The value obtained for the HOMO-LUMO gap is 8.22 eV.

Each line ends with the Löwdin charge.
Element x y z (Å)
C (-0.7531, 0.7484, 1.6624)  -0.0560
C (-2.1861, 0.5774, -0.9167)  -0.0277
N (0.9226, -0.8494, 0.9352)  -0.0152
C (1.7385, 0.1591, -0.0111)  -0.4908
C (-0.2031, -0.0503, 0.4999)  -0.3389
C (-0.9608, -0.2408, -0.6343)  -0.3266
N (2.1393, 1.3035, 0.6518)  0.1195
N (-0.6010, -1.1065, -1.6273)  0.1249
O (0.9243, -2.1860, 0.4064)  -0.0632
N (2.4250, -0.2613, -0.9928)  0.1296
H (1.5371, -2.6524, 0.9922)  0.1092
H (1.4070, 1.8968, 1.0109)  0.0713
H (2.8275, 1.8196, 0.1249)  0.0934
H (-1.2967, -1.3577, -2.3107)  0.0965
H (0.0957, -1.8036, -1.4051)  0.0687
H (2.1733, -1.1935, -1.3156)  0.0283
H (-0.0559, 0.7157, 2.4950)  0.0769
H (-1.6954, 0.3115, 2.0012)  0.0820
H (-0.9209, 1.7952, 1.4095)  0.0712
H (-2.0435, 1.6215, -0.6414)  0.0801
H (-3.0431, 0.1997, -0.3558)  0.0887
H (-2.4307, 0.5529, -1.9784)  0.0779

Record 3
ORCA calculation (the ωB97M-V functional and the def2-TZVPD basis) on C5H12N4O11P2Ta as an isolated structure at a distorted geometry.

The value obtained for the energy above the lowest of the compared OMol25 structures with the same formula, charge and spin is 0.335 eV. The total energy comes out at -1984.1792 hartree. As for the net charge: +1. The strongest force on any atom is 3.7 eV Å⁻¹. The value obtained for the HOMO-LUMO gap is 8.57 eV.

Each line ends with the Löwdin charge.
Element x y z (Å)
Ta (-1.2844, 0.6445, 0.6555)  1.9656
N (-0.1352, -1.2692, 0.8316)  -0.0262
N (0.2837, -1.3604, 2.1780)  0.0612
C (0.0168, -0.3522, 3.0976)  -0.5607
O (0.2611, -0.2365, 4.2785)  0.1477
O (-0.7996, 0.5803, 2.5071)  -0.1875
H (-0.8417, -1.9648, 0.5866)  0.0796
H (0.6637, -1.4531, 0.2205)  0.0791
H (0.7765, -2.1570, 2.5732)  0.1732
C (4.0140, 0.4302, -1.5663)  -0.0180
C (2.7458, 0.1842, -0.8641)  -0.2690
N (2.4722, -0.9228, -0.3236)  0.0604
O (3.6700, -1.7393, -0.1766)  -0.0207
C (1.6569, 1.2872, -1.0113)  -0.1671
C (2.0377, 2.6203, -1.6303)  0.0140
N (0.7309, 1.2211, -0.1190)  -0.0829
O (-0.2851, 2.1602, 0.0052)  -0.2591
H (4.3793, -0.5397, -1.8199)  0.0760
H (4.7478, 0.9713, -0.9442)  0.1201
H (3.9160, 0.9861, -2.5369)  0.1084
H (3.3321, -2.5255, 0.2902)  0.1086
H (2.4297, 2.6275, -2.6777)  0.1103
H (2.8814, 3.0142, -1.0127)  0.1288
H (1.1289, 3.1601, -1.5201)  0.0643
O (-4.8683, -1.8437, 1.7377)  -0.0280
P (-3.6485, -1.5363, 0.8320)  0.2957
O (-2.7200, -0.5424, 1.6356)  -0.4027
O (-2.7276, -2.6499, 0.4282)  -0.2759
O (-4.2726, -0.6946, -0.4183)  -0.1983
P (-3.3074, 0.4905, -1.0526)  0.3030
O (-4.0783, 0.9781, -2.3239)  -0.0203
O (-3.0176, 1.5919, -0.0339)  -0.3093
O (-1.9418, -0.1450, -1.3824)  -0.3150
H (-4.7587, -2.2437, 2.5935)  0.1122
H (-3.4577, 1.2283, -3.0372)  0.1327

Record 4
ORCA calculation (the ωB97M-V functional and the def2-TZVPD basis) on an isolated ion of composition C5H12N4OP and charge +1 at a distorted geometry.

The value obtained for the energy above the lowest of the compared OMol25 structures with the same formula, charge and spin is 1.019 eV. The total energy comes out at -833.0121 hartree. As for the net charge: +1. The strongest force on any atom is 3.2 eV Å⁻¹. The value obtained for the HOMO-LUMO gap is 8.74 eV.

Each line ends with the Löwdin charge.
Element x y z (Å)
C (0.6402, 1.0745, 2.1183)  -0.0503
C (-0.8274, 0.9439, 1.7161)  -0.1410
N (-1.0886, -0.3568, 1.1085)  -0.1194
N (-1.6143, -1.3380, 1.7798)  0.1427
N (-1.6817, -2.3805, 0.9931)  0.1569
C (-1.2004, -2.0261, -0.1871)  -0.4158
O (-1.1184, -2.8149, -1.2497)  0.1349
N (-0.8184, -0.7200, -0.1425)  -0.0886
P (-0.1058, 0.0979, -1.5683)  0.9962
C (0.2205, 1.8579, -1.2586)  -0.2732
C (1.4164, -0.7850, -2.0741)  -0.2470
H (0.9021, 2.1085, 2.2986)  0.0914
H (1.2774, 0.6268, 1.3598)  0.0663
H (0.8221, 0.5101, 3.0261)  0.0870
H (-1.1929, 1.7564, 1.1037)  0.1096
H (-1.4309, 0.9516, 2.6153)  0.1319
H (-0.2649, -3.2623, -1.2925)  0.1415
H (0.5068, 2.2489, -2.2314)  0.0575
H (1.0618, 2.0424, -0.5951)  0.0398
H (-0.6556, 2.4045, -0.9363)  0.0425
H (1.1997, -1.2321, -3.0346)  0.0415
H (1.6784, -1.5826, -1.3830)  0.0427
H (2.2738, -0.1252, -2.1662)  0.0529

Record 5
ORCA calculation (the ωB97M-V functional and the def2-TZVPD basis) on C5H12N5 as an isolated structure at a distorted geometry.

The value obtained for the energy above the lowest of the compared OMol25 structures with the same formula, charge and spin is 6.182 eV. The total energy comes out at -471.0815 hartree. As for the net charge: +1. The strongest force on any atom is 4.2 eV Å⁻¹. The value obtained for the HOMO-LUMO gap is 9.90 eV.

Each line ends with the Löwdin charge.
Element x y z (Å)
C (-0.7649, 0.5938, 1.4518)  0.0055
C (-0.6817, -0.3898, -0.8903)  -0.0182
C (-0.6402, 2.1117, -0.5774)  -0.0142
C (2.2209, -2.0599, 0.0220)  -0.0070
C (-0.2319, 0.7580, 0.0159)  -0.5615
N (3.2897, 1.3030, -0.0065)  0.0447
N (2.0389, 1.6217, 0.0238)  0.1006
N (3.4230, 0.0211, -0.0071)  0.0848
N (1.1990, 0.7489, 0.0497)  0.1305
N (2.4231, -0.6740, 0.0175)  0.0326
H (-1.0014, 1.5605, 1.8918)  0.0949
H (-1.6691, -0.0064, 1.4453)  0.0958
H (-0.0437, 0.0940, 2.0969)  0.0886
H (-0.1858, -0.3300, -1.8566)  0.0982
H (-0.4920, -1.3563, -0.4284)  0.0781
H (-1.7512, -0.3082, -1.0653)  0.1061
H (-0.2148, 2.9280, 0.0019)  0.0931
H (-0.2997, 2.2037, -1.6069)  0.0986
H (-1.7243, 2.1877, -0.5540)  0.1082
H (1.5923, -2.3420, -0.8244)  0.1025
H (3.1853, -2.5709, -0.0548)  0.1229
H (1.7221, -2.3626, 0.9471)  0.1152

Record 6
ORCA calculation (the ωB97M-V functional and the def2-TZVPD basis) on a 2-piece molecular cluster, C5H12N5 overall at a distorted geometry.

The value obtained for the energy above the lowest of the compared OMol25 structures with the same formula, charge and spin is 4.036 eV. The total energy comes out at -471.1603 hartree. As for the net charge: +1. The strongest force on any atom is 4.0 eV Å⁻¹. The value obtained for the HOMO-LUMO gap is 8.77 eV.

Each line ends with the Löwdin charge.
Element x y z (Å)
C (-1.5859, 0.0139, -0.6232)  -0.0712
C (0.6308, -1.7332, -0.7519)  -0.2262
C (-1.5431, -0.7338, -1.9653)  -0.0896
C (-0.1901, -1.5880, -2.0755)  -0.0803
C (0.6287, -0.2313, -0.0275)  -0.1709
N (-0.6216, 0.3248, 0.1528)  0.1219
N (0.8528, -2.8634, -0.2811)  0.1944
N (1.7402, 1.5308, 0.8904)  0.0620
N (1.7057, 0.2604, 0.4718)  0.0181
N (-0.3683, 2.2584, 2.3496)  0.0367
H (-2.5958, 0.4175, -0.3152)  0.1444
H (-2.4529, -1.3414, -2.1646)  0.1280
H (-1.5432, 0.0895, -2.7084)  0.1299
H (0.3730, -0.9696, -2.6549)  0.0741
H (-0.3683, -2.5725, -2.4400)  0.1103
H (1.1663, -3.0635, 0.6301)  0.0591
H (2.5297, 1.7244, 1.5269)  0.1267
H (0.8311, 1.8871, 1.3382)  0.0320
H (2.5412, -0.4139, 0.5540)  0.2326
H (-1.2753, 1.7328, 2.4544)  0.0887
H (-0.5501, 3.2108, 2.4240)  0.0293
H (0.0950, 2.0602, 3.2154)  0.0501

Copy entry 3 word for word.
ORCA calculation (the ωB97M-V functional and the def2-TZVPD basis) on C5H12N4O11P2Ta as an isolated structure at a distorted geometry.

The value obtained for the energy above the lowest of the compared OMol25 structures with the same formula, charge and spin is 0.335 eV. The total energy comes out at -1984.1792 hartree. As for the net charge: +1. The strongest force on any atom is 3.7 eV Å⁻¹. The value obtained for the HOMO-LUMO gap is 8.57 eV.

Each line ends with the Löwdin charge.
Element x y z (Å)
Ta (-1.2844, 0.6445, 0.6555)  1.9656
N (-0.1352, -1.2692, 0.8316)  -0.0262
N (0.2837, -1.3604, 2.1780)  0.0612
C (0.0168, -0.3522, 3.0976)  -0.5607
O (0.2611, -0.2365, 4.2785)  0.1477
O (-0.7996, 0.5803, 2.5071)  -0.1875
H (-0.8417, -1.9648, 0.5866)  0.0796
H (0.6637, -1.4531, 0.2205)  0.0791
H (0.7765, -2.1570, 2.5732)  0.1732
C (4.0140, 0.4302, -1.5663)  -0.0180
C (2.7458, 0.1842, -0.8641)  -0.2690
N (2.4722, -0.9228, -0.3236)  0.0604
O (3.6700, -1.7393, -0.1766)  -0.0207
C (1.6569, 1.2872, -1.0113)  -0.1671
C (2.0377, 2.6203, -1.6303)  0.0140
N (0.7309, 1.2211, -0.1190)  -0.0829
O (-0.2851, 2.1602, 0.0052)  -0.2591
H (4.3793, -0.5397, -1.8199)  0.0760
H (4.7478, 0.9713, -0.9442)  0.1201
H (3.9160, 0.9861, -2.5369)  0.1084
H (3.3321, -2.5255, 0.2902)  0.1086
H (2.4297, 2.6275, -2.6777)  0.1103
H (2.8814, 3.0142, -1.0127)  0.1288
H (1.1289, 3.1601, -1.5201)  0.0643
O (-4.8683, -1.8437, 1.7377)  -0.0280
P (-3.6485, -1.5363, 0.8320)  0.2957
O (-2.7200, -0.5424, 1.6356)  -0.4027
O (-2.7276, -2.6499, 0.4282)  -0.2759
O (-4.2726, -0.6946, -0.4183)  -0.1983
P (-3.3074, 0.4905, -1.0526)  0.3030
O (-4.0783, 0.9781, -2.3239)  -0.0203
O (-3.0176, 1.5919, -0.0339)  -0.3093
O (-1.9418, -0.1450, -1.3824)  -0.3150
H (-4.7587, -2.2437, 2.5935)  0.1122
H (-3.4577, 1.2283, -3.0372)  0.1327